No. 1
Below is a 4-piece molecular cluster, C38H31BrF4INO2S overall in a non-equilibrium geometry, with properties calculated with the ωB97M-V functional and the def2-TZVPD basis.

HOMO-LUMO gap, eV: 7.35
2S+1: 1
E_HOMO, eV: -9.01

Each line ends with the Löwdin charge.
Atoms and positions in Å:
C1 3.5093 3.0479 -2.5543  0.056
C2 2.6196 2.4814 -1.7477  -0.098
C3 1.4470 1.9746 -0.7333  -0.150
C4 0.4159 0.9490 -1.4432  -0.083
C5 0.8687 -0.1300 -2.5194  0.062
C6 -0.1712 -1.1302 -3.2240  -0.161
N1 0.4123 -2.0820 -4.2085  0.014
C7 0.8281 -1.3773 -5.2609  -0.647
S1 0.8998 -0.4594 -6.6603  0.645
C8 -1.7380 -1.1212 -2.8999  -0.079
C9 -2.8331 -2.0651 -3.6023  -0.695
I1 -2.6532 -2.2259 -5.7743  0.799
C10 -2.9368 -3.5141 -2.8412  -0.275
C11 -4.4850 -4.0241 -2.7954  -0.120
C12 -2.1786 -0.0677 -1.7786  0.031
C13 -1.1390 0.9338 -1.0752  0.018
C14 -1.7094 1.9970 0.0242  -0.205
O1 -1.0783 2.3516 1.0691  0.048
C15 -3.2157 2.5442 -0.3057  -0.072
C16 -3.7268 4.0399 0.0047  -0.234
F1 -2.6945 4.7827 0.7334  -0.082
C17 -4.0617 4.9158 -1.3249  -0.193
C18 -3.3556 4.3387 -2.6753  -0.121
C19 -4.1580 1.6158 -0.9161  -0.446
Br1 -6.0460 2.0673 -1.3540  0.737
C20 -3.7108 0.0793 -1.2551  -0.273
O2 -4.5098 -0.8926 -1.0711  0.023
H1 3.9646 3.8390 -3.2718  0.062
H2 1.8702 1.5546 0.2498  0.128
H3 0.8291 2.9305 -0.4723  0.111
H4 1.9905 -0.1868 -2.8275  0.116
H5 -3.8666 -1.5579 -3.4071  0.070
H6 -2.1982 -4.2938 -3.2453  0.098
H7 -2.6563 -3.2797 -1.7307  0.111
H8 -5.2133 -3.2282 -3.2386  0.080
H9 -4.5835 -4.9951 -3.4020  0.073
H10 -4.8480 -4.1840 -1.6982  0.085
H11 -4.6461 3.9261 0.7163  0.153
H12 -3.6972 5.9904 -1.1448  0.117
H13 -5.2118 4.8611 -1.5052  0.086
H14 -2.2601 4.0205 -2.4619  0.087
H15 -3.9919 3.4261 -3.0256  0.059
H16 -3.3529 5.1390 -3.5040  0.080
F2 -1.2948 -5.6761 -1.5543  0.048
C21 -0.9720 -5.3672 -0.2893  -0.296
C22 -1.8138 -5.7542 0.7430  -0.019
C23 -1.4763 -5.4379 2.0559  -0.080
C24 -0.3058 -4.7286 2.3204  -0.096
C25 0.5298 -4.3406 1.2757  -0.074
C26 0.1980 -4.6663 -0.0363  -0.010
H17 -2.7242 -6.2981 0.5172  0.116
H18 -2.1241 -5.7426 2.8719  0.105
H19 -0.0454 -4.4782 3.3447  0.090
H20 1.4383 -3.7849 1.4833  0.092
H21 0.8409 -4.3801 -0.8610  0.117
F3 3.0797 -3.8270 3.2155  0.056
C27 3.1751 -4.0427 4.5367  -0.283
C28 2.3769 -5.0103 5.1289  -0.022
C29 2.4795 -5.2376 6.4984  -0.080
C30 3.3718 -4.4868 7.2619  -0.098
C31 4.1650 -3.5143 6.6576  -0.083
C32 4.0705 -3.2945 5.2865  -0.017
H22 1.6827 -5.5788 4.5203  0.105
H23 1.8652 -5.9976 6.9706  0.106
H24 3.4482 -4.6616 8.3311  0.101
H25 4.8564 -2.9277 7.2545  0.105
H26 4.6864 -2.5479 4.7982  0.116
F4 3.6654 5.9439 -1.8914  0.041
C33 3.9881 6.2533 -0.6264  -0.288
C34 3.1407 5.8755 0.4046  -0.016
C35 3.4775 6.1917 1.7176  -0.080
C36 4.6531 6.8919 1.9835  -0.099
C37 5.4942 7.2707 0.9400  -0.086
C38 5.1631 6.9449 -0.3721  -0.019
H27 2.2265 5.3387 0.1777  0.109
H28 2.8252 5.8940 2.5325  0.106
H29 4.9131 7.1422 3.0079  0.100
H30 6.4073 7.8195 1.1486  0.104
H31 5.8104 7.2239 -1.1957  0.115

***

No. 2
Below is one molecule with the formula C18H26N2O3S in a non-equilibrium geometry, with properties calculated with the ωB97M-V functional and the def2-TZVPD basis.

HOMO-LUMO gap, eV: 8.10
Relative energy (zero: lowest compared OMol25 entry of this formula, charge and spin), eV: 4.707
Structure (SMILES): CCN(CC)Cc1ccc(-c2cc(S(=O)(=O)CC)ccc2OC)[nH]1
2S+1: 1
E_HOMO, eV: -7.59

Each line ends with the Löwdin charge.
Atoms and positions in Å:
O1 0.1374 -4.3285 -4.6286  -0.325
O2 0.7949 -5.1061 -2.4862  -0.335
O3 -1.5877 0.8673 -1.1514  -0.095
C1 1.0796 -1.3779 1.4342  -0.035
C2 1.0163 -0.5807 2.5793  -0.069
C3 0.0920 -0.8805 0.6319  -0.206
C4 -0.1527 0.1626 2.6249  -0.246
C5 -1.2903 -0.5092 -2.9063  0.004
C6 -0.6380 -1.5994 -3.4263  -0.054
C7 0.4293 -2.2251 -1.3540  0.019
C8 -1.0058 -0.2504 -1.5568  -0.299
C9 -0.1604 -1.0441 -0.7961  -0.053
C10 0.1576 -2.5165 -2.6886  -0.264
N1 -0.6743 0.0410 1.3787  0.125
N2 -0.9618 2.5214 3.0216  -0.169
C11 -0.8335 1.9687 -1.6394  -0.049
C12 -0.5715 1.1852 3.6591  -0.073
C13 -3.2634 3.0642 3.7756  -0.092
C14 1.2009 3.7797 2.6679  -0.092
C15 3.4443 -4.8109 -4.2833  -0.125
C16 -2.4310 2.4283 2.7127  -0.285
C17 -0.1384 3.3114 2.1487  -0.272
C18 2.6419 -3.5964 -3.8608  -0.295
S1 0.8808 -3.9822 -3.4539  0.694
H1 1.8940 -2.0972 1.2008  0.124
H2 1.6537 -0.5947 3.4583  0.104
H3 -2.0130 0.1118 -3.4614  0.146
H4 -0.9297 -1.9908 -4.4175  0.117
H5 0.9657 -2.9932 -0.8247  0.114
H6 -1.5543 0.5260 1.0160  0.171
H7 -1.5311 2.8370 -1.8558  0.120
H8 -0.1290 2.3758 -0.9831  0.055
H9 -0.3842 1.7107 -2.5872  0.090
H10 0.3228 1.4994 4.2209  0.122
H11 -1.3451 0.8084 4.2494  0.092
H12 -2.9148 4.0311 3.9553  0.049
H13 -4.3946 3.0150 3.6516  0.103
H14 -2.9886 2.4671 4.6629  0.075
H15 1.7615 4.2682 1.8853  0.063
H16 1.0003 4.4816 3.4896  0.078
H17 1.9567 3.0282 3.0062  0.082
H18 4.4322 -4.4266 -4.4413  0.070
H19 2.9439 -5.2708 -5.1810  0.103
H20 3.4753 -5.5300 -3.4920  0.067
H21 -2.7052 2.9067 1.7811  0.103
H22 -2.6597 1.3603 2.5301  0.105
H23 0.0089 2.7545 1.2260  0.085
H24 -0.7790 4.2268 2.0409  0.136
H25 3.0384 -3.2877 -2.9048  0.082
H26 2.7087 -2.7393 -4.6283  0.135

***

No. 3
Below is C23H35F6IrN6O4S3Si3 as an isolated structure in a non-equilibrium geometry, with properties calculated with the ωB97M-V functional and the def2-TZVPD basis.

Charge: +1
<S²>: 0.8668
HOMO-LUMO gap (alpha / beta), eV: 5.31 / 5.60
Relative energy (zero: lowest compared OMol25 entry of this formula, charge and spin), eV: 4.392
2S+1: 2
E_HOMO (alpha / beta), eV: -11.24 / -11.21

Each line ends with the Löwdin charge.
Atoms and positions in Å:
Ir1 -0.3252 0.4522 -0.3104  1.251
N1 -3.1921 3.9562 0.9252  0.133
C1 -2.4930 2.9622 0.3750  -0.820
S1 -1.7088 1.8462 1.4288  0.862
N2 -2.5488 2.7945 -0.9220  -0.011
N3 -1.8458 1.8647 -1.5010  -0.129
C2 -1.6638 1.8435 -2.7711  -0.078
C3 -0.9229 0.7545 -3.3446  -0.266
C4 -0.5171 0.7814 -4.6815  0.027
C5 0.2061 -0.2843 -5.1831  -0.010
C6 0.4539 -1.3694 -4.3531  -0.009
C7 0.0122 -1.3188 -3.0407  -0.116
N4 -0.6309 -0.2782 -2.5364  0.027
H1 -3.0277 4.1591 1.8981  0.109
H2 -3.4758 4.7162 0.3273  0.129
H3 -2.0199 2.6554 -3.3955  0.140
H4 -0.7538 1.6346 -5.2958  0.130
H5 0.5650 -0.2732 -6.1997  0.124
H6 0.9905 -2.2316 -4.7121  0.120
H7 0.1859 -2.1366 -2.3595  0.076
C8 -1.7068 -0.8006 3.3606  -0.204
Si1 0.1612 -0.6331 2.9433  0.453
C9 0.7689 1.1225 3.3430  -0.208
C10 1.0783 -1.7570 4.1972  -0.164
C11 0.4265 -1.2610 1.0876  -0.505
Si2 2.3249 -1.4002 0.7496  0.455
C12 2.6754 -1.3512 -1.1298  -0.170
C13 2.9021 -3.1204 1.3768  -0.157
C14 3.4353 -0.1497 1.6447  -0.157
Si3 -0.5388 -2.8695 0.7476  0.545
C15 -0.0344 -4.0274 -0.7030  -0.159
C16 -0.7405 -4.0915 2.2041  -0.153
C17 -2.2827 -2.2450 0.2487  -0.307
C18 -3.3976 -3.0744 0.3276  -0.038
C19 -4.6379 -2.6034 -0.0621  -0.024
C20 -4.7270 -1.3038 -0.5328  -0.019
C21 -3.5734 -0.5418 -0.5969  -0.115
N5 -2.3884 -1.0042 -0.2137  0.008
H8 -2.0183 0.0695 3.9258  0.020
H9 -1.8871 -1.6709 3.9812  0.028
H10 -2.3420 -0.8617 2.4869  -0.012
H11 -0.0028 1.6745 3.8673  0.022
H12 1.0203 1.6869 2.4553  -0.027
H13 1.6479 1.0999 3.9782  0.041
H14 0.8084 -1.4227 5.1949  0.043
H15 2.1554 -1.6734 4.1151  0.017
H16 0.8191 -2.8050 4.1283  0.013
H17 2.3679 -2.2606 -1.6336  0.017
H18 3.7437 -1.2410 -1.2844  0.039
H19 2.1904 -0.5108 -1.6124  -0.018
H20 2.4131 -3.9454 0.8737  0.015
H21 2.7372 -3.2387 2.4399  0.017
H22 3.9693 -3.2187 1.2040  0.040
H23 3.0799 0.8633 1.5110  -0.004
H24 4.4484 -0.2015 1.2585  0.045
H25 3.4822 -0.3452 2.7096  0.030
H26 0.9826 -3.8718 -1.0422  0.006
H27 -0.6985 -3.9248 -1.5567  0.026
H28 -0.1004 -5.0639 -0.3810  0.041
H29 0.2268 -4.4775 2.5090  0.034
H30 -1.3423 -4.9491 1.9167  0.036
H31 -1.2088 -3.6435 3.0716  0.018
H32 -3.2859 -4.0790 0.6996  0.110
H33 -5.5164 -3.2269 0.0012  0.121
H34 -5.6697 -0.8806 -0.8395  0.118
H35 -3.6197 0.4661 -0.9735  0.094
F1 4.0752 3.1770 -1.9212  0.163
C22 3.6530 2.4278 -0.9140  -0.652
F2 4.1604 1.2051 -1.0844  0.144
F3 4.1439 2.9124 0.2210  0.163
S2 1.7811 2.4835 -0.8688  0.604
O1 1.3785 2.0044 0.4368  -0.393
O2 1.2991 1.6048 -1.9074  -0.327
N6 1.6566 4.0010 -1.1060  -0.263
S3 0.2093 4.6398 -1.1676  0.625
O3 -0.5189 4.2503 -2.3347  -0.270
O4 -0.4943 4.5346 0.0772  -0.287
C23 0.7139 6.4172 -1.4000  -0.677
F4 -0.3497 7.1765 -1.6614  0.154
F5 1.5611 6.5234 -2.4118  0.159
F6 1.2973 6.8776 -0.3029  0.159